(1)
{"formula": "C3HN2O3S", "method": "the ωB97M-V functional and the def2-TZVPD basis", "total_charge": 1, "orbital_gap_ev": 9.164, "species": ["C", "C", "C", "N", "N", "O", "O", "O", "S", "H"], "positions_angstrom": [[-1.615, 1.651, 0.171], [1.495, -1.512, 0.877], [0.113, -0.840, -0.203], [-1.707, 1.840, 1.292], [0.585, -2.138, 0.220], [-0.811, -0.539, -0.881], [-0.239, 1.989, -1.895], [1.109, -0.187, 0.442], [-1.371, 1.230, -1.580], [2.440, -1.494, 1.558]], "atomic_forces_ev_per_a": [[-0.3, -0.6, -2.0], [0.3, 1.6, -0.4], [3.5, -2.3, 2.3], [-0.1, 0.3, 1.1], [0.1, -1.6, 0.6], [-1.5, 0.5, -1.3], [1.3, 0.7, -1.1], [-0.3, 2.3, -0.1], [-1.0, 0.2, 2.2], [-2.0, -1.0, -1.3]]}


(2)
{"formula": "C2HBrFOS2", "method": "the ωB97M-V functional and the def2-TZVPD basis", "spin_multiplicity": 3, "total_charge": -1, "orbital_gap_ev": [5.349, 6.005], "s_squared": 2.011, "species": ["C", "C", "O", "F", "S", "S", "Br", "H"], "positions_angstrom": [[0.508, 1.050, 0.717], [0.202, 0.058, -0.130], [0.426, 1.777, 1.656], [2.218, -1.920, 0.336], [0.628, 1.528, -1.238], [0.522, -1.618, -0.249], [-2.986, -0.496, -0.266], [-1.518, -0.379, -0.826]], "atomic_forces_ev_per_a": [[-0.6, 0.9, 1.4], [1.8, 0.7, -1.1], [0.3, -0.2, 0.1], [1.2, -0.2, 0.7], [-0.6, -1.3, 0.0], [-1.6, 0.4, -1.1], [1.1, 0.2, -0.7], [-1.6, -0.4, 0.8]]}


(3)
{"formula": "C21H37BINO12", "method": "the ωB97M-V functional and the def2-TZVPD basis", "total_charge": 0, "orbital_gap_ev": 8.809, "smiles": "C[C@@H]1COC(=O)O1.C[C@@H]1COC(=O)O1.C[C@@H]1COC(=O)O1.C[C@@H]1COC(=O)O1.CNCBCCCI", "species": ["C", "C", "C", "O", "C", "O", "O", "H", "H", "H", "H", "H", "H", "C", "C", "C", "O", "C", "O", "O", "H", "H", "H", "H", "H", "H", "C", "C", "C", "O", "C", "O", "O", "H", "H", "H", "H", "H", "H", "C", "C", "C", "O", "C", "O", "O", "H", "H", "H", "H", "H", "H", "C", "N", "C", "B", "C", "C", "C", "I", "H", "H", "H", "H", "H", "H", "H", "H", "H", "H", "H", "H", "H"], "positions_angstrom": [[-9.292, -0.371, -2.541], [-8.473, 0.729, -3.165], [-8.536, 0.799, -4.671], [-7.282, 1.414, -4.993], [-6.409, 1.096, -4.000], [-5.238, 1.290, -4.042], [-7.065, 0.521, -2.958], [-9.123, -0.406, -1.464], [-10.356, -0.210, -2.721], [-9.009, -1.344, -2.945], [-8.734, 1.693, -2.717], [-9.364, 1.400, -5.040], [-8.567, -0.187, -5.139], [3.175, 0.585, 1.370], [2.110, 0.523, 2.434], [2.567, 0.928, 3.814], [1.656, 0.205, 4.655], [1.268, -0.901, 3.969], [0.654, -1.806, 4.435], [1.675, -0.829, 2.679], [2.792, 0.194, 0.427], [3.508, 1.614, 1.207], [4.037, -0.024, 1.642], [1.233, 1.100, 2.126], [2.490, 1.998, 3.996], [3.583, 0.594, 4.038], [6.857, 4.646, -2.293], [5.889, 3.604, -1.795], [5.156, 3.968, -0.528], [4.857, 2.675, 0.028], [5.825, 1.822, -0.415], [5.995, 0.719, -0.006], [6.570, 2.405, -1.382], [7.407, 4.273, -3.156], [6.327, 5.553, -2.584], [7.591, 4.895, -1.526], [5.188, 3.330, -2.588], [4.242, 4.527, -0.708], [5.781, 4.512, 0.184], [7.290, -1.978, -0.672], [7.472, -3.147, -1.607], [8.844, -3.773, -1.591], [8.930, -4.339, -2.906], [8.135, -3.594, -3.718], [8.115, -3.675, -4.903], [7.372, -2.742, -2.985], [6.310, -1.530, -0.806], [7.387, -2.297, 0.366], [8.025, -1.198, -0.873], [6.698, -3.899, -1.426], [8.956, -4.545, -0.832], [9.644, -3.037, -1.480], [-1.713, -1.943, 1.923], [-2.292, -0.613, 2.203], [-3.710, -0.727, 2.627], [-4.674, 0.362, 2.032], [-6.235, 0.399, 2.242], [-6.861, -0.778, 3.014], [-7.981, -1.531, 2.295], [-9.486, -0.269, 1.438], [-1.469, -2.476, 2.845], [-2.412, -2.568, 1.374], [-0.803, -1.835, 1.339], [-1.794, -0.313, 3.034], [-4.124, -1.718, 2.426], [-3.779, -0.620, 3.722], [-4.196, 1.239, 1.375], [-6.684, 0.560, 1.261], [-6.429, 1.318, 2.800], [-7.300, -0.375, 3.925], [-6.134, -1.524, 3.335], [-7.583, -2.229, 1.569], [-8.502, -2.135, 3.028]], "atomic_forces_ev_per_a": [[0.3, -0.2, 0.2], [-0.3, -0.3, 0.1], [0.0, 0.2, -0.1], [0.0, -0.1, 0.1], [0.2, 0.0, 0.0], [-0.1, 0.0, 0.0], [0.0, 0.2, -0.2], [-0.1, 0.1, -0.1], [0.0, 0.1, 0.0], [0.0, 0.0, -0.1], [0.0, 0.0, -0.1], [0.1, 0.1, -0.1], [0.0, -0.1, 0.1], [-0.1, -0.2, 0.0], [0.4, 0.1, -0.4], [-0.1, 0.2, 0.1], [0.0, -0.1, -0.1], [0.0, -0.1, -0.1], [0.0, 0.1, 0.0], [-0.1, 0.1, 0.2], [0.0, 0.1, 0.0], [-0.2, -0.4, 0.2], [0.0, 0.1, 0.1], [0.0, 0.0, 0.1], [-0.1, 0.0, 0.1], [0.0, 0.0, -0.1], [0.3, -0.2, 0.0], [0.2, 0.4, -0.2], [-0.3, 0.1, 0.1], [0.5, 0.2, -0.3], [0.1, 0.0, 0.0], [-0.1, 0.2, 0.1], [-0.2, -0.1, 0.1], [-0.1, 0.0, 0.0], [0.0, 0.0, 0.0], [-0.1, 0.0, 0.1], [-0.1, 0.0, 0.1], [-0.1, -0.2, 0.1], [0.1, 0.0, -0.1], [-0.1, 0.1, -0.3], [0.0, 0.3, 0.4], [0.1, -0.2, 0.0], [-0.1, 0.1, 0.0], [0.0, 0.1, -0.1], [0.0, 0.0, 0.1], [0.1, -0.3, -0.1], [0.0, 0.0, 0.1], [0.0, 0.0, 0.0], [0.0, 0.0, 0.0], [0.1, -0.1, 0.0], [0.0, -0.1, -0.1], [-0.1, 0.1, 0.0], [0.0, 0.1, 0.2], [-0.1, -0.8, 0.2], [-0.1, 0.7, 0.0], [0.0, 0.1, -0.2], [0.9, -0.7, 0.4], [-0.8, 0.6, -0.2], [0.4, -0.3, 0.6], [0.1, -0.2, 0.1], [0.1, -0.1, 0.0], [-0.1, 0.1, -0.2], [0.1, 0.0, 0.0], [0.1, 0.3, -0.2], [0.1, -0.2, 0.0], [-0.2, -0.2, 0.1], [0.0, 0.0, 0.1], [-0.1, 0.0, -0.1], [-0.1, 0.3, -0.1], [0.0, 0.0, 0.2], [0.1, -0.1, -0.1], [-0.1, 0.2, -0.6], [-0.3, 0.0, 0.0]]}


(4)
{"formula": "C3H11N2OS", "method": "the ωB97M-V functional and the def2-TZVPD basis", "total_charge": -1, "orbital_gap_ev": 7.282, "species": ["C", "C", "S", "N", "H", "H", "H", "H", "H", "H", "N", "C", "O", "H", "H", "H", "H", "H"], "positions_angstrom": [[0.291, 2.534, 0.660], [1.452, 1.550, 0.796], [1.410, 0.221, -0.465], [-1.004, 1.876, 0.932], [0.315, 2.942, -0.360], [0.392, 3.407, 1.321], [1.498, 1.113, 1.793], [2.370, 2.110, 0.592], [-0.916, 0.986, 0.442], [-1.760, 2.362, 0.461], [-0.442, -2.511, -1.850], [-0.994, -2.480, -0.524], [-0.064, -2.463, 0.548], [0.126, -1.692, -2.009], [0.100, -3.350, -1.975], [-1.647, -1.602, -0.456], [-1.603, -3.371, -0.354], [0.475, -1.630, 0.448]], "atomic_forces_ev_per_a": [[-0.5, 0.2, -0.2], [0.1, 0.2, -0.6], [-0.2, -0.1, 0.1], [0.4, -0.1, -0.1], [0.1, -0.1, 0.0], [0.1, -0.2, 0.2], [0.0, 0.1, 0.1], [0.0, 0.0, 0.3], [-0.1, -0.2, 0.1], [0.1, 0.1, 0.0], [-0.5, -0.2, -0.1], [0.0, 0.3, 0.6], [0.2, 0.2, -0.3], [0.2, 0.1, 0.0], [0.3, 0.0, 0.0], [0.0, 0.0, 0.0], [0.0, 0.0, -0.1], [-0.2, -0.3, -0.1]]}


(5)
{"formula": "C4H13NO", "method": "the ωB97M-V functional and the def2-TZVPD basis", "spin_multiplicity": 2, "total_charge": -1, "orbital_gap_ev": [2.688, 9.556], "s_squared": 0.750, "species": ["C", "N", "C", "C", "C", "H", "H", "H", "H", "H", "H", "H", "H", "H", "H", "H", "H", "H", "O"], "positions_angstrom": [[-0.044, 1.312, 0.358], [-0.160, 0.000, -0.269], [0.618, -1.051, 0.412], [-0.228, -2.110, 1.092], [-1.265, 2.192, 0.116], [0.139, 1.229, 1.435], [0.857, 1.811, -0.023], [-1.125, -0.291, -0.317], [1.274, -1.546, -0.321], [1.301, -0.602, 1.118], [-1.062, -1.698, 1.672], [-0.638, -2.862, 0.415], [0.376, -2.646, 1.833], [-2.048, 2.041, 0.866], [-1.734, 1.954, -0.849], [-0.970, 3.236, 0.096], [0.982, -0.595, -2.091], [2.229, 0.101, -2.645], [1.499, -0.472, -2.900]], "atomic_forces_ev_per_a": [[0.1, 0.3, 0.0], [0.2, -0.4, 0.1], [-0.1, -0.2, -0.7], [-0.1, -0.2, 0.7], [-0.2, -0.4, -0.3], [-0.1, -0.1, 0.1], [-0.1, -0.1, -0.1], [-0.1, 0.1, 0.1], [-0.1, -0.1, 0.2], [0.1, 0.3, 0.3], [0.1, 0.2, -0.2], [0.0, 0.1, -0.2], [0.0, -0.1, -0.1], [0.2, 0.0, 0.1], [0.2, 0.1, 0.0], [-0.1, 0.3, 0.1], [-0.2, 0.4, 0.1], [-0.1, 0.1, 0.1], [0.1, -0.3, -0.3]]}